Entry 1:
A structure of composition C10H16BrCsN7OS. Source: the Open Molecules 2025 dataset; level of theory: the ωB97M-V functional and the def2-TZVPD basis.

Geometry (Å):
Cs  -0.62151  0.75841  0.07588
C  2.22361  -4.77211  1.12142
C  1.78614  -4.24089  -0.18976
N  2.00908  -4.78745  -1.33595
N  1.41676  -3.94736  -2.23588
C  0.82950  -2.87482  -1.68602
S  0.03179  -1.64389  -2.48753
N  1.07447  -3.06332  -0.34904
N  0.65816  -2.18841  0.64572
H  2.78527  -5.68697  0.95488
H  1.37018  -4.99956  1.76190
H  2.86304  -4.05939  1.64435
H  1.44256  -4.14795  -3.22099
H  0.06173  -2.68131  1.30113
H  1.46588  -1.80815  1.12949
C  5.79231  0.94190  -1.17378
C  4.78829  1.04217  -0.06292
C  5.13028  1.48402  1.21219
C  4.17117  1.56435  2.21030
C  2.88635  1.18697  1.87208
Br  1.48559  1.25194  3.16088
N  2.51869  0.76234  0.67809
C  3.45779  0.69458  -0.26810
H  6.78850  1.21099  -0.82793
H  5.53284  1.60826  -1.99690
H  5.83783  -0.07220  -1.57164
H  6.15246  1.76815  1.42900
H  4.41389  1.90518  3.20561
H  3.12891  0.33933  -1.24021
N  -5.12887  -0.56296  1.65838
C  -4.35618  -0.87593  0.58818
N  -4.87209  -1.76187  -0.29961
O  -3.22746  -0.40219  0.44529
H  -6.07160  -0.88686  1.76996
H  -4.78450  0.13948  2.28604
H  -5.83482  -2.04415  -0.27657
H  -4.34600  -1.92844  -1.13871

## Properties
HOMO-LUMO gap: 8.4 eV
charge: +1
multiplicity: 1
LUMO level: -2.32 eV

---

Entry 2:
The molecule C8H8O4. Source: the Open Molecules 2025 dataset; level of theory: the ωB97M-V functional and the def2-TZVPD basis.

Geometry (Å):
O  -2.34373  -2.83678  0.06733
C  -1.46717  -1.89894  -0.16672
C  0.07039  -2.05968  -0.42437
C  0.96130  -1.01521  -0.10153
C  2.44733  -0.97646  0.21936
O  3.26074  -0.14759  -0.50621
C  0.33337  0.38008  0.24727
O  1.03010  1.36821  0.72831
C  -1.11330  0.59804  0.15347
C  -1.62728  2.08396  0.13485
O  -0.92965  2.91496  -0.72898
C  -1.93705  -0.41682  -0.03659
H  0.35012  -3.15204  -0.74791
H  2.71886  -0.84056  1.30484
H  2.87067  -1.94170  0.10473
H  2.81289  0.76432  -0.49929
H  -1.76942  2.55134  1.26286
H  -2.66162  1.96335  -0.43325
H  -0.00234  3.02540  -0.71393
H  -3.00420  -0.36387  0.13577

## Properties
HOMO-LUMO gap: 8.1 eV
ΔE to the lowest compared entry with this formula, charge and spin: 405.8 kJ/mol
multiplicity: 1
LUMO level: -2.16 eV

---

Entry 3:
A cluster of 2 separate species, C5H16N5 in total. Source: the Open Molecules 2025 dataset; level of theory: the ωB97M-V functional and the def2-TZVPD basis.

Geometry (Å):
C  2.68394  -0.06936  0.25043
C  1.66433  0.59359  1.12388
C  3.37615  0.71934  -0.75195
C  -2.95184  -1.75006  -0.71465
C  -2.53550  0.07946  1.01409
N  1.22945  -0.10814  -0.04648
N  0.51890  -1.31918  0.21300
N  -1.51120  1.74114  -0.35608
N  -2.11424  1.31511  0.84580
N  -2.09533  -0.69905  -0.12996
H  3.10134  -0.99134  0.46433
H  1.57577  0.31125  2.12279
H  3.70959  1.58848  -0.18230
H  2.75500  1.01394  -1.59918
H  4.16283  0.06603  -1.11708
H  -3.86776  -1.90704  -0.11278
H  -3.25653  -1.37688  -1.71824
H  -2.28781  -2.67174  -0.75749
H  1.82816  1.69964  0.99508
H  0.73905  -1.74979  1.11779
H  0.82002  -1.84891  -0.56362
H  -1.64254  2.81672  -0.59886
H  -0.54559  1.48073  -0.29871
H  -2.42720  1.96658  1.50265
H  -1.84562  0.14719  -0.83946
H  -1.08337  -1.04770  0.13700

## Properties
HOMO-LUMO gap: 10.4 eV
charge: +1
ΔE to the lowest compared entry with this formula, charge and spin: 486.8 kJ/mol
multiplicity: 1
LUMO level: -2.58 eV

---

Entry 4:
A structure of composition C40H45BrCoN4O2P2S. Source: the Open Molecules 2025 dataset; level of theory: the ωB97M-V functional and the def2-TZVPD basis.

Geometry (Å):
Co  0.93889  -0.66661  0.91243
Br  2.83905  -0.50919  -2.20869
C  3.71573  -0.34296  -0.54062
C  5.06395  -0.04508  -0.52836
C  5.71723  -0.03114  0.69658
C  5.01332  -0.35758  1.84342
C  3.66201  -0.60977  1.73699
N  3.00789  -0.58376  0.56072
C  2.83589  -1.02254  2.95341
O  3.41929  -1.21346  4.00040
O  1.58326  -1.19778  2.69918
H  5.58234  0.15782  -1.45384
H  6.77044  0.21726  0.74263
H  5.47321  -0.42311  2.82044
C  -4.31771  4.78845  -3.69329
S  -4.15876  4.59763  -1.90368
C  -2.51627  3.84900  -1.80777
C  -2.50759  2.39401  -2.25092
C  -1.17345  1.64469  -2.11972
N  -0.72735  1.24766  -0.73875
P  -1.12130  -0.28062  -0.07522
C  -2.84954  -0.05945  0.48446
C  -3.88093  -0.10676  -0.45590
C  -5.17906  0.20454  -0.08791
C  -5.47141  0.54728  1.22715
C  -4.46283  0.54955  2.17739
C  -3.16001  0.24553  1.80957
C  -1.33866  -1.55614  -1.37485
C  -2.13558  -2.65911  -1.03515
C  -2.33457  -3.69576  -1.93593
C  -1.73858  -3.64711  -3.19393
C  -0.92232  -2.57649  -3.52660
C  -0.71052  -1.54579  -2.61665
P  0.91546  1.87784  -0.40830
C  0.61900  3.68279  -0.39205
C  -0.24038  4.29973  0.51997
C  -0.36143  5.67816  0.54098
C  0.38387  6.45567  -0.34332
C  1.24312  5.85136  -1.24681
C  1.36300  4.46542  -1.26922
C  1.06363  1.65286  1.41133
C  0.00972  1.41323  2.30215
C  0.21454  1.44568  3.67796
C  1.46778  1.74028  4.17341
C  2.52504  2.02954  3.29884
C  2.33025  1.98185  1.94116
H  -5.20449  5.39452  -3.86298
H  -4.44672  3.82901  -4.19180
H  -3.44871  5.30968  -4.09563
H  -2.25247  3.92886  -0.75916
H  -1.81671  4.45989  -2.38723
H  -2.76832  2.33497  -3.31145
H  -3.28434  1.87794  -1.69064
H  -0.37889  2.26702  -2.54638
H  -1.24615  0.75930  -2.74261
H  -3.68021  -0.38012  -1.48444
H  -5.96230  0.18702  -0.83418
H  -6.48702  0.79633  1.50803
H  -4.68859  0.78470  3.20932
H  -2.40271  0.21936  2.58269
H  -2.63245  -2.68932  -0.07111
H  -2.97940  -4.52541  -1.66984
H  -1.91942  -4.43597  -3.91474
H  -0.45276  -2.53514  -4.50225
H  -0.03922  -0.74199  -2.88487
H  -0.81891  3.70118  1.21568
H  -1.03461  6.14922  1.24721
H  0.29670  7.53479  -0.31573
H  1.82530  6.45607  -1.93151
H  2.04119  3.99355  -1.97362
H  -0.98412  1.28542  1.91536
H  -0.60942  1.25491  4.35460
H  1.63311  1.76360  5.24322
H  3.49810  2.28931  3.69776
H  3.14783  2.21888  1.26619
C  1.44578  -5.09260  -0.87823
C  1.44132  -3.54678  -0.83368
N  1.42858  -3.06105  0.55865
C  0.25285  -3.59558  1.28258
C  0.24366  -5.14077  1.26639
N  1.47368  -5.59617  0.53530
C  2.69874  -5.08806  1.24222
C  2.64783  -3.53912  1.23917
H  2.31776  -5.48544  -1.39407
H  0.55341  -5.49283  -1.35457
H  0.57706  -3.15793  -1.35809
H  2.32850  -3.15639  -1.32384
H  -0.64707  -3.21369  0.81970
H  0.30288  -3.22373  2.30494
H  -0.62432  -5.54680  0.75076
H  0.27723  -5.55976  2.26922
H  1.49245  -6.61302  0.52135
H  3.57201  -5.47524  0.72335
H  2.69249  -5.48935  2.25216
H  3.51749  -3.13367  0.72594
H  2.65374  -3.16726  2.25773

## Properties
HOMO-LUMO gap (spin up / spin down): 5.2 / 6.3 eV
charge: +2
ΔE to the lowest compared entry with this formula, charge and spin: 0.0 kJ/mol
multiplicity: 2
LUMO level (spin up / spin down): -6.72 / -5.67 eV

---

Entry 5:
The molecule C3H6N4O. Source: the Open Molecules 2025 dataset; level of theory: the ωB97M-V functional and the def2-TZVPD basis.

Geometry (Å):
C  2.63177  -0.13188  0.30503
N  1.26566  -0.21587  -0.08440
C  0.75327  -1.43055  0.15068
N  -0.59709  -1.51005  -0.06992
C  -1.00285  -0.21615  0.00827
N  -2.06045  0.44734  -0.24296
O  -1.76014  1.81264  -0.20050
N  0.16816  0.59033  0.07172
H  3.13992  0.28660  1.29559
H  3.22612  -1.08054  -0.11368
H  3.21256  0.48116  -0.53596
H  1.32151  -2.28029  0.49360
H  -2.58631  2.23431  0.48643
H  0.04017  1.34688  -0.52696

## Properties
HOMO-LUMO gap: 8.5 eV
ΔE to the lowest compared entry with this formula, charge and spin: 599.4 kJ/mol
multiplicity: 1
LUMO level: 0.52 eV

---

Entry 6:
The molecule C4H5BrClNS. Source: the Open Molecules 2025 dataset; level of theory: the ωB97M-V functional and the def2-TZVPD basis.

Geometry (Å):
C  -0.39694  -0.23436  -1.77278
C  -0.70832  -1.41275  -0.90786
C  -0.58468  0.45404  0.90925
C  0.44082  -0.20961  -2.81765
N  -0.16589  1.10689  1.91476
S  0.05125  -1.15256  0.76764
Cl  -2.39835  -1.75439  -0.86010
Br  1.02137  1.44936  -3.43754
H  -0.64550  0.82595  -1.39211
H  -0.09345  -2.27287  -1.41082
H  0.78597  -1.18851  -3.24432
H  -0.65482  1.95052  2.02455
H  0.67723  0.97251  2.42865

## Properties
HOMO-LUMO gap: 8.9 eV
ΔE to the lowest compared entry with this formula, charge and spin: 186.9 kJ/mol
multiplicity: 1
LUMO level: 0.46 eV

---

Entry 7:
A structure of composition C52H39Cl2F3N2OP2SbTi. Source: the Open Molecules 2025 dataset; level of theory: the ωB97M-V functional and the def2-TZVPD basis.

Geometry (Å):
Ti  -0.19193  -0.18024  -0.18377
C  0.61293  -0.61520  3.96462
N  0.01429  -1.15146  2.72228
P  1.26501  -1.38306  1.51101
C  2.36573  -2.51444  2.41966
C  1.78605  -3.48049  3.24447
C  2.59915  -4.39018  3.88932
C  3.97307  -4.35885  3.69765
C  4.54239  -3.40168  2.87325
C  3.74282  -2.46963  2.23114
C  0.61543  -2.63939  0.30208
C  -0.19261  -3.74961  0.58405
C  -0.23046  -4.81616  -0.29954
C  0.53671  -4.81037  -1.45705
C  1.35131  -3.72531  -1.74323
C  1.39663  -2.64809  -0.87397
P  -1.39336  -0.37185  2.03909
C  -2.46473  -1.79301  1.59605
C  -3.06607  -2.62125  2.54309
C  -3.89768  -3.65104  2.13449
C  -4.16430  -3.84231  0.78790
C  -3.58175  -3.01504  -0.16234
C  -2.73081  -2.00034  0.23854
C  -2.29316  0.35554  3.44803
C  -2.35564  -0.25237  4.70363
C  -3.16064  0.29366  5.68790
C  -3.90545  1.43536  5.43991
C  -3.84709  2.03845  4.19463
C  -3.04713  1.50142  3.20294
H  0.52843  -1.35093  4.76462
H  0.13165  0.31085  4.28006
H  1.67973  -0.41924  3.81815
H  0.71215  -3.52301  3.36954
H  2.16009  -5.13333  4.53673
H  4.59551  -5.09228  4.18290
H  5.61142  -3.38504  2.72996
H  4.18450  -1.72253  1.58329
H  -0.75028  -3.80515  1.50886
H  -0.83371  -5.67944  -0.06418
H  0.51991  -5.66038  -2.12032
H  1.98870  -3.74471  -2.61242
H  2.10460  -1.82935  -1.06126
H  -2.89175  -2.46167  3.59610
H  -4.34202  -4.30339  2.87058
H  -4.82797  -4.63322  0.47455
H  -3.79546  -3.16579  -1.20925
H  -2.26773  -1.34538  -0.51898
H  -1.77888  -1.13697  4.92403
H  -3.21316  -0.17998  6.65545
H  -4.53082  1.85561  6.21138
H  -4.43108  2.92187  3.99626
H  -3.01815  1.96924  2.22961
Cl  0.01195  -1.89948  -4.64737
C  -1.03185  -0.66696  -4.09798
C  -1.96379  -0.05943  -4.95805
C  -2.81953  0.93868  -4.52566
Cl  -3.94433  1.64420  -5.59491
C  -2.75662  1.39482  -3.17122
C  -3.53273  2.41490  -2.60697
C  -3.32678  2.77070  -1.28603
C  -2.36670  2.10859  -0.52785
N  -1.62362  1.11984  -1.01062
C  -1.81155  0.77312  -2.31598
C  -0.95074  -0.25198  -2.76580
O  -0.11370  -0.67228  -1.83205
H  -2.01173  -0.38655  -5.98772
H  -4.27228  2.92055  -3.20642
H  -3.90169  3.55890  -0.83061
H  -2.17436  2.39836  0.50015
F  6.35618  5.58751  1.26940
C  5.29160  4.83651  1.04507
C  4.71974  4.82745  -0.22065
C  3.60877  4.03845  -0.45190
C  3.07260  3.28401  0.58414
C  3.66127  3.28089  1.84256
C  4.77392  4.06635  2.07900
Sb  1.18278  2.26868  0.21459
C  0.02005  3.33747  1.70107
C  0.23865  2.97303  3.02828
C  -0.40023  3.63975  4.05651
C  -1.28500  4.66169  3.73723
F  -1.93286  5.28258  4.71241
C  -1.50718  5.04524  2.42256
C  -0.84845  4.38026  1.40407
C  0.73930  3.03036  -1.74181
C  0.93290  2.12366  -2.78108
C  0.62068  2.47297  -4.08185
C  0.12377  3.74748  -4.32285
F  -0.22377  4.07288  -5.56181
C  -0.00908  4.68658  -3.30971
C  0.30450  4.32230  -2.01166
H  5.14225  5.43976  -1.00247
H  3.16578  4.02058  -1.43999
H  3.26308  2.67465  2.64589
H  5.24189  4.09916  3.05176
H  0.93617  2.17503  3.26088
H  -0.21929  3.40246  5.09273
H  -2.16723  5.87304  2.21254
H  -1.01624  4.69615  0.38540
H  1.37627  1.14624  -2.58214
H  0.77002  1.79450  -4.90777
H  -0.33401  5.68807  -3.54906
H  0.24984  5.06085  -1.22304

## Properties
HOMO-LUMO gap: 5.8 eV
charge: +3
ΔE to the lowest compared entry with this formula, charge and spin: 281.9 kJ/mol
multiplicity: 1
LUMO level: -10.00 eV

---

Entry 8:
A structure of composition C6H9N2O2. Source: the Open Molecules 2025 dataset; level of theory: the ωB97M-V functional and the def2-TZVPD basis.

Geometry (Å):
C  -0.54993  -0.99675  -3.54294
C  0.25071  -1.26366  -0.05703
C  -0.76782  0.24874  -1.29926
C  -0.23481  -0.87930  -2.04865
N  -0.45178  -0.05291  0.01562
N  0.44750  -1.72478  -1.24963
H  -0.75977  0.44483  1.23269
H  0.77668  -1.75221  0.75141
H  -1.22151  1.13435  -1.68563
H  -1.53111  -1.41309  -3.76895
H  0.22686  -1.77622  -3.70939
H  -0.41343  -0.03469  -4.21271
C  1.24571  0.91946  2.61564
C  -0.19630  1.47060  3.02656
O  -1.16518  1.04526  2.30830
O  -0.39538  2.16571  4.00252
H  1.09157  -0.11220  2.13431
H  1.96464  0.87753  3.47170
H  1.68333  1.69932  2.01545

## Properties
HOMO-LUMO gap: 8.0 eV
charge: -1
ΔE to the lowest compared entry with this formula, charge and spin: 146.8 kJ/mol
multiplicity: 1
LUMO level: 3.83 eV